(1)
DFT (ωB97M-V/def2-TZVPD) results for a 6-piece molecular cluster, C26H55BNO12 overall at a distorted geometry.

Last column: Löwdin charge in e.
CARTESIAN COORDINATES (ANGSTROEM)
O: 2.958 0.106 1.303  0.06
O: -0.541 3.978 -1.374  0.00
O: 2.220 -3.713 0.843  0.08
O: 3.538 -0.267 3.376  0.02
O: -4.295 2.985 -3.043  -0.01
O: -4.340 -1.330 0.916  0.00
O: -5.070 2.472 -1.062  0.10
O: 1.533 5.698 -1.243  0.19
O: 0.959 -3.661 2.622  0.00
O: -5.125 -3.015 2.075  0.11
O: 0.459 -1.302 -1.976  -0.02
O: -1.070 -2.181 -3.271  0.12
N: 0.821 2.158 -1.160  0.14
C: -4.615 -2.650 1.056  -0.52
C: 3.562 -0.597 2.080  -0.49
C: -3.502 4.978 -4.219  -0.06
C: -0.172 3.044 0.822  -0.07
C: 5.525 -0.992 4.611  -0.06
C: -3.560 -0.817 -0.159  -0.25
C: -4.368 3.738 -4.261  -0.23
C: 0.483 3.475 -0.495  -0.32
C: 0.094 -2.106 -3.004  -0.51
C: -5.869 4.537 -1.926  0.02
C: 4.341 -1.785 1.591  0.02
C: -4.373 -0.522 -1.397  -0.06
C: 4.035 -1.146 4.398  -0.22
C: 0.195 1.019 -0.394  -0.08
C: 3.146 2.921 0.697  -0.10
C: 1.371 -5.833 1.515  0.02
C: 1.531 -4.336 1.611  -0.51
C: 0.608 -4.989 4.649  -0.06
C: -5.077 3.251 -1.975  -0.52
C: -4.337 -3.593 -0.093  0.02
C: 2.943 4.405 0.428  -0.11
C: 0.067 1.538 1.037  -0.11
C: -0.024 -4.247 3.493  -0.22
C: 1.158 -2.811 -3.814  0.03
C: 1.789 -1.253 -1.451  -0.25
C: 2.658 -0.267 -2.207  -0.02
B: 1.686 4.608 -0.463  -0.38
H: 3.640 -0.198 -1.739  0.10
H: 2.889 4.973 1.357  0.12
H: 0.968 1.357 1.602  0.08
H: -5.238 -3.672 -0.699  0.10
H: -5.405 3.968 -4.506  0.12
H: 1.205 -5.836 4.309  0.07
H: 2.792 -0.557 -3.249  0.08
H: -0.163 -5.364 5.322  0.09
H: 0.929 0.221 -0.371  0.06
H: -6.763 4.357 -1.336  0.09
H: -0.821 1.073 1.444  0.12
H: -5.268 5.294 -1.422  0.10
H: 5.855 -1.626 5.434  0.09
H: -3.508 -3.296 -0.731  0.07
H: 0.732 -3.736 -4.191  0.10
H: 3.753 -2.176 4.178  0.11
H: -6.172 4.917 -2.897  0.07
H: 1.422 -6.111 0.467  0.09
H: -2.469 4.707 -3.997  0.07
H: 6.090 -1.266 3.720  0.07
H: -3.146 0.118 0.227  0.11
H: 2.193 0.723 -2.205  0.05
H: -0.939 4.752 -0.971  0.11
H: -0.036 3.705 1.669  0.14
H: 1.825 2.017 -1.029  0.11
H: 5.765 0.043 4.852  0.09
H: -3.751 -0.063 -2.166  0.08
H: 0.642 2.190 -2.161  0.19
H: 3.493 -0.853 5.294  0.13
H: 0.438 -6.209 1.924  0.08
H: -0.709 -4.874 2.923  0.11
H: -3.835 5.676 -3.450  0.07
H: -4.009 3.052 -5.026  0.12
H: -1.236 3.090 0.588  0.13
H: 3.948 2.680 1.384  0.09
H: 4.415 -2.602 2.302  0.08
H: 1.346 5.489 -2.163  0.12
H: 3.419 2.424 -0.236  0.08
H: -3.530 5.491 -5.180  0.08
H: 1.670 -0.926 -0.418  0.08
H: -5.176 0.164 -1.149  0.06
H: 1.264 -4.324 5.210  0.08
H: 2.238 -2.244 -1.406  0.11
H: 2.256 2.499 1.121  0.03
H: -0.741 0.675 -0.806  0.14
H: 5.345 -1.474 1.298  0.10
H: 3.805 -2.149 0.725  0.06
H: -4.112 -4.570 0.324  0.09
H: -4.818 -1.429 -1.808  0.07
H: -2.717 -1.483 -0.365  0.10
H: 2.060 -3.052 -3.258  0.08
H: 2.203 -6.302 2.040  0.10
H: -0.600 -3.400 3.857  0.13
H: 3.797 4.817 -0.107  0.12
H: 1.421 -2.180 -4.663  0.10

Properties
Molar mass (g mol⁻¹): 584.533
Total charge: +1
LUMO level (eV): -2.4212
HOMO level (eV): -11.57
Frontier orbital gap (Ha): 0.33605
Spin multiplicity: 1

---

(2)
DFT (ωB97M-V/def2-TZVPD) results for a 6-piece molecular cluster, C26H55FNO9S overall at a distorted geometry.

Last column: Löwdin charge in e.
CARTESIAN COORDINATES (ANGSTROEM)
S: -2.365 4.896 3.904  0.67
F: -1.688 4.679 5.317  -0.12
O: 6.319 2.054 0.408  -0.08
O: 1.647 2.263 -3.364  -0.07
O: 1.870 -0.522 2.005  0.14
O: -3.613 4.235 3.925  -0.21
O: -3.931 -5.902 -1.740  -0.07
O: 0.744 0.188 3.789  0.08
O: -0.152 -2.110 -0.819  -0.06
O: -2.353 6.290 3.647  -0.23
O: -4.584 -0.732 0.765  -0.07
N: 0.482 4.505 1.204  0.19
C: -4.582 -6.195 -4.043  -0.06
C: 0.641 3.192 0.999  -0.12
C: -5.299 -2.617 2.083  -0.05
C: -4.688 -1.225 2.102  -0.51
C: 3.775 3.589 1.415  -0.23
C: -5.000 -7.982 -2.329  -0.06
C: 0.300 1.133 -5.016  -0.06
C: 7.516 1.596 -0.234  -0.48
C: -4.066 -6.871 -2.782  -0.49
C: -0.103 0.770 1.455  -0.01
C: -1.230 4.133 2.757  -0.20
C: 0.511 3.635 -4.993  -0.06
C: 8.708 1.841 0.677  -0.06
C: -5.522 -0.263 2.935  -0.06
C: 3.010 3.517 0.052  -0.17
C: -0.428 4.986 2.064  0.01
C: -1.096 -2.735 0.058  -0.50
C: 3.428 2.470 2.431  -0.08
C: -0.357 -3.397 1.207  -0.05
C: -1.928 -3.738 -0.722  -0.06
C: -1.148 2.738 2.567  0.09
C: 7.376 0.122 -0.578  -0.06
C: 1.703 2.683 0.061  -0.10
C: 0.921 0.090 2.412  -0.47
C: -0.191 2.269 1.665  -0.10
C: 0.453 2.371 -4.149  -0.50
H: -4.695 -3.291 1.473  0.07
H: -1.050 -3.865 1.909  0.08
H: -4.676 -6.908 -4.864  0.08
H: -5.560 -5.738 -3.865  0.08
H: 6.512 -0.041 -1.224  0.08
H: -1.073 0.267 1.605  0.14
H: -1.294 -4.513 -1.160  0.09
H: 3.336 1.481 1.966  0.07
H: 3.680 4.591 1.866  0.10
H: 0.425 -2.798 -1.170  0.09
H: 8.791 2.901 0.923  0.08
H: 1.153 1.027 -5.693  0.09
H: -1.799 2.059 3.122  0.15
H: -5.991 -7.583 -2.096  0.08
H: -6.298 -2.597 1.640  0.09
H: -0.395 3.754 -5.588  0.08
H: -4.804 -5.532 -1.567  0.09
H: 0.240 -2.657 1.744  0.06
H: 8.591 1.301 1.621  0.08
H: 0.247 0.512 0.445  0.13
H: 2.483 2.756 2.935  0.07
H: -3.071 -7.280 -2.966  0.14
H: 1.955 1.632 0.236  0.12
H: -0.612 1.178 -5.612  0.08
H: 0.630 4.516 -4.359  0.08
H: 0.269 0.234 -4.398  0.08
H: -3.672 -1.276 2.505  0.12
H: 4.856 3.474 1.169  0.08
H: -1.744 -1.946 0.449  0.12
H: -5.604 -0.604 3.969  0.08
H: 1.370 3.610 -5.669  0.08
H: 1.274 2.719 -0.964  0.13
H: -5.373 -3.030 3.090  0.09
H: -2.444 -3.248 -1.548  0.09
H: 4.195 2.482 3.219  0.09
H: -5.474 -0.684 0.399  0.09
H: -3.907 -5.394 -4.352  0.08
H: -0.383 2.435 -3.450  0.13
H: -4.623 -8.452 -1.420  0.08
H: 3.686 3.011 -0.656  0.12
H: -0.036 -0.356 3.990  0.12
H: 7.628 2.177 -1.150  0.14
H: 7.217 -0.473 0.326  0.08
H: -5.106 -8.748 -3.099  0.08
H: 2.394 2.206 -3.969  0.09
H: 2.887 4.543 -0.339  0.11
H: 0.336 -4.161 0.848  0.09
H: -2.669 -4.218 -0.083  0.07
H: -0.489 6.066 2.206  0.16
H: 8.266 -0.251 -1.086  0.08
H: -6.527 -0.164 2.520  0.09
H: -5.076 0.734 2.931  0.07
H: 1.095 5.125 0.680  0.19
H: 9.638 1.519 0.205  0.08
H: 6.212 1.543 1.218  0.09

Properties
Molar mass (g mol⁻¹): 576.789
Total charge: +1
LUMO level (eV): -4.4613
HOMO level (eV): -11.72
Frontier orbital gap (Ha): 0.26676
Spin multiplicity: 1

---

(3)
DFT (ωB97M-V/def2-TZVPD) results for a 5-piece molecular cluster, C26H55N5 overall at a distorted geometry.

Last column: Löwdin charge in e.
CARTESIAN COORDINATES (ANGSTROEM)
N: 0.974 2.695 -2.093  0.03
N: 1.730 -4.042 -1.926  -0.18
N: 4.184 -0.770 2.653  -0.20
N: 0.037 -0.980 -1.083  0.01
N: -6.274 3.448 1.334  -0.18
C: 4.014 -1.455 5.070  -0.08
C: 4.597 -1.996 2.013  -0.24
C: 3.946 -3.485 -2.781  -0.08
C: 3.340 -0.886 3.818  -0.27
C: 3.018 3.294 -1.505  -0.13
C: 1.025 -4.751 -4.302  -0.09
C: 2.164 2.246 -1.543  -0.14
C: -7.562 4.167 1.357  -0.27
C: 0.919 -3.777 -3.162  -0.26
C: -5.097 1.723 -0.009  -0.10
C: 3.506 -2.963 1.487  -0.08
C: -1.392 0.153 0.173  -0.10
C: -5.241 5.036 2.991  -0.07
C: 3.025 -4.623 -2.273  -0.27
C: -5.125 4.321 1.624  -0.26
C: -0.821 -0.360 -1.956  -0.14
C: 1.145 4.011 -2.440  -0.15
C: -1.744 0.319 -1.166  -0.13
C: 2.382 4.443 -2.033  -0.10
C: -6.127 2.837 0.001  -0.27
C: 3.789 0.235 1.681  -0.26
C: -0.344 -0.733 0.207  -0.14
C: -7.652 5.422 0.476  -0.08
C: -0.211 -4.269 -0.339  -0.09
C: 0.987 -4.932 -0.997  -0.24
C: 5.004 1.027 1.178  -0.07
H: 2.800 5.431 -2.098  0.09
H: 0.927 -1.352 -1.376  0.13
H: -8.701 5.522 0.182  0.07
H: -6.207 5.539 2.883  0.04
H: 3.496 -1.126 5.968  0.07
H: -0.798 -5.035 0.171  0.08
H: -5.047 1.273 -1.008  0.07
H: 5.758 0.403 0.695  0.06
H: -4.985 5.049 0.815  0.11
H: -7.015 5.401 -0.402  0.06
H: -0.114 -3.620 -2.851  0.09
H: 0.273 -4.486 -5.049  0.08
H: -7.426 6.318 1.055  0.07
H: 3.687 -2.497 -2.403  0.06
H: 2.975 -5.442 -2.992  0.10
H: 1.186 -2.753 -3.447  0.10
H: 0.223 -1.177 1.008  0.10
H: 1.717 -5.259 -0.262  0.11
H: -8.294 3.367 1.203  0.11
H: 3.150 -0.122 0.858  0.09
H: -2.490 0.903 -1.686  0.09
H: 5.191 -2.616 2.693  0.11
H: 0.174 2.104 -2.239  0.11
H: 3.935 -3.723 0.833  0.06
H: 2.316 1.204 -1.317  0.09
H: 3.948 -2.534 4.919  0.06
H: -5.280 4.399 3.864  0.08
H: 0.517 -5.709 -1.621  0.11
H: -4.549 5.876 2.964  0.07
H: 2.496 -1.529 3.505  0.10
H: 5.001 -3.720 -2.657  0.07
H: 5.033 -1.084 5.168  0.08
H: 2.030 -4.804 -4.710  0.06
H: 3.738 -3.333 -3.850  0.06
H: 2.951 -3.364 2.334  0.06
H: 0.149 -3.539 0.388  0.05
H: -4.063 2.073 0.077  0.05
H: 4.702 1.718 0.386  0.04
H: 2.837 0.036 4.122  0.11
H: 0.388 4.609 -2.920  0.10
H: 0.673 -5.746 -4.014  0.08
H: 2.765 -2.508 0.818  0.05
H: 3.595 -4.976 -1.410  0.10
H: 5.480 1.615 1.960  0.07
H: -7.918 4.468 2.350  0.10
H: -1.831 0.563 1.068  0.10
H: 4.006 3.204 -1.081  0.08
H: -0.572 -0.337 -3.004  0.11
H: 5.324 -1.714 1.251  0.11
H: -5.944 3.541 -0.817  0.11
H: -7.074 2.323 -0.175  0.11
H: -4.222 3.707 1.652  0.10
H: -5.273 0.912 0.694  0.08
H: -0.903 -3.780 -1.023  0.06
H: 3.073 0.967 2.070  0.11

Properties
Molar mass (g mol⁻¹): 437.761
LUMO level (eV): 0.6750
Structure (SMILES): c1cc[nH]c1.c1cc[nH]c1.CCN(CC)CC.CCN(CC)CC.CCN(CC)CC
HOMO level (eV): -8.09
Energy relative to the best compared isomer or geometry (same formula, charge and spin) (eV): 0.000
Frontier orbital gap (Ha): 0.32225
Spin multiplicity: 1

---

(4)
DFT (ωB97M-V/def2-TZVPD) results for a 6-piece molecular cluster, C26H55O14PS5 overall at a distorted geometry.

Last column: Löwdin charge in e.
CARTESIAN COORDINATES (ANGSTROEM)
S: 6.649 -3.267 -0.582  0.71
S: 4.159 0.329 -3.112  0.70
S: -2.665 2.495 5.138  0.65
S: 0.324 3.813 -0.917  0.68
S: 0.545 -2.675 0.802  0.67
P: -5.275 0.098 0.983  0.46
O: -3.897 3.162 5.461  -0.32
O: 1.256 4.425 0.023  -0.32
O: 1.543 -2.701 1.876  -0.36
O: 0.184 -3.935 0.209  -0.32
O: -4.117 1.101 0.474  -0.20
O: 7.590 -2.920 0.483  -0.34
O: -1.551 3.140 4.488  -0.33
O: -5.674 0.225 2.386  -0.22
O: 3.283 1.114 -3.924  -0.33
O: 3.720 -0.285 -1.871  -0.34
O: -4.656 -1.314 0.567  -0.21
O: -6.428 0.286 -0.151  -0.17
O: 6.801 -2.678 -1.910  -0.35
O: -0.376 2.626 -0.512  -0.34
C: 6.420 -5.087 -0.650  -0.20
C: 6.367 -0.659 -4.377  -0.22
C: 4.948 -1.023 -4.088  -0.22
C: 1.186 -1.539 -0.441  -0.22
C: -0.757 5.154 -1.552  -0.21
C: 1.138 4.741 -3.276  -0.18
C: -0.125 5.589 -2.862  -0.21
C: 1.120 3.432 -2.478  -0.23
C: -4.155 2.521 0.424  -0.24
C: 4.888 -5.201 -0.539  -0.23
C: -6.143 0.508 -1.535  -0.26
C: 0.076 -0.462 -0.662  -0.19
C: 5.741 1.248 -2.897  -0.20
C: 4.331 -4.160 0.408  -0.19
C: -4.858 3.199 1.611  -0.06
C: 4.961 -2.821 -0.033  -0.20
C: -2.106 1.568 6.515  -0.25
C: 6.908 0.331 -3.274  -0.19
C: -3.085 -0.188 5.238  -0.22
C: -1.213 -0.910 0.008  -0.21
C: -4.665 -2.474 1.417  -0.27
C: -5.351 -0.594 -2.217  -0.08
C: -0.874 -1.690 1.304  -0.21
C: -4.288 -3.638 0.558  -0.06
C: -3.213 0.970 4.188  -0.18
C: -3.104 0.410 6.625  -0.22
H: 3.252 -4.242 0.333  0.10
H: -0.001 -0.145 -1.697  0.11
H: -5.039 -3.836 -0.209  0.08
H: 4.684 -6.238 -0.269  0.12
H: -1.957 2.217 7.378  0.11
H: -4.242 1.233 3.976  0.06
H: -5.570 1.434 -1.594  0.09
H: -5.721 2.718 2.068  0.07
H: -0.510 -0.924 1.998  0.11
H: -2.069 -0.553 5.058  0.11
H: 7.631 0.939 -3.814  0.11
H: -0.916 5.678 -3.607  0.11
H: 0.596 2.602 -2.939  0.11
H: -2.741 -0.238 7.422  0.12
H: -1.626 -2.193 1.907  0.10
H: 1.033 4.507 -4.335  0.11
H: -4.219 -4.528 1.185  0.09
H: -1.126 1.220 6.180  0.11
H: 2.138 3.144 -2.217  0.10
H: -6.051 -1.451 -2.177  0.09
H: 1.990 5.401 -3.164  0.11
H: -4.167 3.257 2.460  0.06
H: -4.412 -0.863 -1.754  0.06
H: 4.426 -2.412 -0.893  0.07
H: 6.434 -0.005 -5.253  0.11
H: -4.064 -2.405 2.329  0.11
H: 4.368 -1.531 -4.854  0.11
H: -3.838 -0.961 5.098  0.11
H: -5.017 4.244 1.342  0.08
H: -3.122 2.863 0.480  0.11
H: 5.610 1.994 -3.680  0.10
H: 5.770 1.673 -1.897  0.10
H: 5.003 -1.776 -3.289  0.07
H: 4.556 -5.050 -1.570  0.12
H: 1.302 -2.179 -1.321  0.10
H: 2.198 -1.220 -0.218  0.07
H: -1.826 -0.059 0.308  0.10
H: -4.132 0.708 6.839  0.12
H: -7.073 0.496 -2.102  0.12
H: 7.008 -5.484 0.175  0.10
H: -0.947 5.882 -0.770  0.11
H: 0.282 6.597 -2.774  0.11
H: -1.669 4.561 -1.670  0.09
H: 6.905 -5.340 -1.591  0.10
H: -2.506 0.748 3.395  0.09
H: -1.892 -1.566 -0.544  0.10
H: 7.068 -1.479 -4.501  0.11
H: 7.410 -0.141 -2.434  0.10
H: 5.094 -1.979 0.642  0.11
H: -4.587 2.863 -0.517  0.10
H: -3.389 -3.392 -0.007  0.07
H: 0.511 0.381 -0.125  0.10
H: -5.699 -2.548 1.779  0.12
H: -5.414 -0.584 -3.309  0.08
H: 4.713 -4.305 1.420  0.13

Properties
Molar mass (g mol⁻¹): 783.021
LUMO level (eV): 0.3714
Structure (SMILES): CCOP(=O)(OCC)OCC.O=S1(=O)CCCC1.O=S1(=O)CCCC1.O=S1(=O)CCCC1.O=S1(=O)CCCC1.O=S1(=O)CCCC1
HOMO level (eV): -9.85
Energy relative to the best compared isomer or geometry (same formula, charge and spin) (eV): 0.122
Frontier orbital gap (Ha): 0.37571
Spin multiplicity: 1

---

(5)
DFT (ωB97M-V/def2-TZVPD) results for a 4-piece molecular cluster, C26H56BIN3O2 overall.

Last column: Löwdin charge in e.
CARTESIAN COORDINATES (ANGSTROEM)
I: 0.490 6.447 1.025  1.18
O: 3.526 6.508 1.019  0.04
O: -0.498 5.610 -2.966  0.20
N: 4.149 5.576 -0.923  0.23
N: 4.865 4.619 -2.951  0.02
N: 3.154 5.898 -0.139  -0.18
C: -2.964 -3.721 2.235  -0.11
C: 1.276 -1.081 2.324  -0.25
C: -2.067 -4.369 -4.231  -0.27
C: -2.715 -2.287 4.335  -0.23
C: -5.022 -2.950 5.270  -0.27
C: -1.287 -3.952 -5.475  -0.11
C: -2.054 3.147 -2.115  -0.08
C: -5.411 -1.551 5.738  -0.11
C: -0.349 -3.154 -1.937  -0.26
C: -2.498 -3.192 -3.359  -0.23
C: 1.854 5.734 -0.362  -0.59
C: -1.348 -2.366 -2.782  -0.23
C: 1.481 5.110 -1.566  -0.08
C: 1.933 -0.113 0.022  -0.22
C: -3.137 -2.343 2.868  -0.27
C: -0.897 3.718 -1.253  -0.14
C: 2.079 -2.371 2.187  -0.09
C: 6.047 4.016 -2.311  -0.25
C: 2.247 2.248 0.911  -0.10
C: 2.915 0.919 0.571  -0.25
C: 3.837 4.994 -2.065  -0.27
C: 5.751 2.614 -1.801  -0.08
C: -0.968 -3.785 -0.693  -0.12
C: 0.814 -0.511 0.984  -0.22
C: -3.514 -3.196 5.270  -0.23
C: 2.503 4.743 -2.419  0.11
B: -0.052 4.835 -1.963  -0.53
H: -5.489 -3.684 5.931  0.11
H: 5.143 5.415 -3.513  0.14
H: 6.815 3.955 -3.075  0.12
H: 6.668 2.033 -1.792  0.08
H: 0.166 0.352 1.171  0.10
H: 2.981 2.981 1.261  0.07
H: 1.478 0.282 -0.894  0.11
H: 1.498 -3.136 1.668  0.07
H: -3.327 -4.241 5.011  0.10
H: -1.875 -3.269 -6.092  0.07
H: -2.963 -4.911 -4.543  0.11
H: -5.016 -0.779 5.075  0.06
H: 4.458 6.258 1.140  0.15
H: -1.424 -3.023 -0.060  0.05
H: -3.238 -3.691 1.181  0.06
H: 0.132 -3.927 -2.542  0.10
H: -2.783 -1.253 4.685  0.10
H: 1.863 -0.338 2.871  0.10
H: -4.176 -2.019 2.760  0.10
H: 3.427 0.530 1.454  0.11
H: -1.773 -1.562 -2.169  0.10
H: 2.292 4.266 -3.362  0.15
H: -1.434 5.468 -3.153  0.12
H: -5.034 -1.359 6.745  0.08
H: -3.592 -4.471 2.717  0.07
H: -2.533 -1.620 2.308  0.09
H: -3.139 -2.529 -3.949  0.11
H: -0.810 -1.869 -3.595  0.10
H: 1.746 2.663 0.032  0.05
H: -1.657 -2.560 4.410  0.10
H: -0.228 2.917 -0.941  0.08
H: -1.040 -4.822 -6.084  0.07
H: -6.495 -1.438 5.760  0.07
H: -1.916 3.410 -3.163  0.07
H: -3.004 3.554 -1.789  0.08
H: 6.460 4.626 -1.507  0.10
H: -1.474 -5.077 -3.646  0.10
H: -1.732 -4.520 -0.949  0.07
H: 0.182 -1.253 0.485  0.09
H: -1.924 -4.049 2.304  0.07
H: -2.087 2.065 -2.080  0.07
H: -3.124 -3.566 -2.544  0.10
H: 2.348 -2.763 3.168  0.07
H: 5.370 2.624 -0.782  0.06
H: 0.392 -1.279 2.935  0.10
H: -0.204 -4.297 -0.104  0.07
H: 3.006 -2.215 1.632  0.07
H: 3.691 1.090 -0.180  0.08
H: -3.134 -3.066 6.287  0.11
H: 2.490 -1.003 -0.282  0.11
H: -5.436 -3.132 4.274  0.10
H: 5.035 2.112 -2.445  0.08
H: 1.505 2.128 1.701  0.08
H: -0.350 -3.457 -5.217  0.06
H: -1.322 4.124 -0.336  0.09
H: 0.450 -2.475 -1.623  0.09

Properties
Molar mass (g mol⁻¹): 580.469
Total charge: +1
LUMO level (eV): -4.4195
HOMO level (eV): -12.26
Frontier orbital gap (Ha): 0.28803
Spin multiplicity: 1